1.
Below is a molecular structure, C28H23NO5PPt, with properties calculated with ωB97M-V/def2-TZVPD.

## Properties
HOMO-LUMO gap (eV): 6.550
LUMO (eV): 2.154

Geometry as ORCA input:
```
! RIJCOSX wB97M-V def2-TZVPD def2/J DEFGRID3
* xyz -1 1
Pt 0.185 1.583 0.794
O 2.572 2.529 1.762
C 2.223 1.505 1.176
C 2.948 0.315 0.935
C 4.357 0.270 1.101
C 5.062 -0.828 0.696
C 4.415 -1.930 0.116
C 3.037 -1.933 -0.007
C 2.298 -0.832 0.386
P 0.493 -0.671 0.413
C 0.143 -1.397 2.040
C 0.285 -2.756 2.303
C 0.069 -3.237 3.582
C -0.266 -2.366 4.607
C -0.375 -1.007 4.355
C -0.169 -0.523 3.077
C -0.027 -1.880 -0.834
C -1.083 -2.759 -0.609
C -1.460 -3.645 -1.601
C -0.795 -3.662 -2.817
C 0.233 -2.765 -3.055
C 0.611 -1.868 -2.073
H 4.856 1.123 1.541
H 6.134 -0.857 0.826
H 4.988 -2.778 -0.228
H 2.528 -2.796 -0.421
H 0.557 -3.432 1.503
H 0.160 -4.297 3.778
H -0.432 -2.748 5.605
H -0.632 -0.328 5.154
H -0.281 0.541 2.858
H -1.616 -2.726 0.330
H -2.280 -4.325 -1.424
H -1.088 -4.366 -3.585
H 0.744 -2.772 -4.009
H 1.403 -1.151 -2.254
N 0.546 3.890 0.066
C -0.295 4.809 0.832
C -1.551 4.073 1.421
O -2.551 4.737 1.644
O -1.391 2.849 1.661
H 1.532 4.112 0.150
H 0.260 3.895 -0.907
H -0.624 5.665 0.234
H 0.258 5.185 1.694
O -3.512 -0.894 -0.436
C -2.603 -0.076 -0.482
O -1.649 -0.034 0.367
C -2.566 0.907 -1.637
C -1.427 1.620 -1.980
C -1.433 2.450 -3.087
C -2.572 2.570 -3.865
C -3.710 1.860 -3.528
C -3.707 1.033 -2.421
H -0.521 1.514 -1.376
H -0.541 2.997 -3.358
H -2.567 3.206 -4.739
H -4.598 1.945 -4.136
H -4.578 0.461 -2.141
*
```


2.
Below is a molecular structure, C28H24Cl4CrN5O11SSb, with properties calculated with ωB97M-V/def2-TZVPD.

## Properties
⟨S²⟩: 0.7821
HOMO-LUMO gap (spin up / spin down) (eV): 6.488 / 6.624
LUMO (spin up / spin down) (eV): 0.777 / 0.911
Relative energy (zero: lowest compared OMol25 entry of this formula, charge and spin) (kcal/mol): 0.0

Geometry as ORCA input:
```
! RIJCOSX wB97M-V def2-TZVPD def2/J DEFGRID3
* xyz -1 2
Cr -2.154 -0.604 -0.343
Cl -7.015 -3.935 -3.466
C -5.956 -3.324 -2.247
C -6.087 -3.738 -0.924
Cl -7.316 -4.872 -0.495
C -5.230 -3.248 0.060
Cl -5.357 -3.749 1.705
C -4.233 -2.330 -0.270
O -3.373 -1.818 0.573
C -4.110 -1.917 -1.611
O -3.117 -1.040 -1.847
C -4.958 -2.409 -2.588
Cl -4.752 -1.871 -4.215
C -2.483 1.283 -4.505
C -1.098 1.575 -3.938
Sb -1.082 1.457 -1.799
C 0.742 2.500 -1.353
C 1.258 3.418 -2.455
C -2.542 2.957 -1.346
C -2.286 4.336 -1.936
H -2.476 1.301 -5.596
H -3.209 2.028 -4.172
H -2.851 0.309 -4.183
H -0.755 2.572 -4.218
H -0.359 0.866 -4.316
H 1.487 1.739 -1.116
H 0.552 3.050 -0.428
H 1.506 2.857 -3.356
H 2.168 3.925 -2.130
H 0.535 4.184 -2.733
H -2.592 2.992 -0.255
H -3.496 2.549 -1.690
H -1.373 4.775 -1.533
H -3.104 5.020 -1.701
H -2.189 4.305 -3.023
O -1.956 2.344 2.205
C -1.272 1.408 1.849
O -1.775 0.438 1.086
C 0.156 1.276 2.210
C 1.080 0.636 1.405
C 2.433 0.677 1.694
C 2.966 1.124 2.984
C 1.976 2.006 3.619
C 0.661 2.042 3.290
N 2.453 2.852 4.694
O 3.646 2.833 4.934
O 1.651 3.553 5.288
N 3.349 0.267 0.707
O 2.935 -0.021 -0.424
O 4.537 0.185 1.006
H 0.770 0.161 0.483
H 3.975 1.526 2.947
H -0.008 2.688 3.841
O 4.300 -1.642 5.376
S 4.445 -0.854 4.191
O 3.119 -0.084 3.987
O 5.583 -0.011 4.017
C 4.412 -2.014 2.804
N 5.563 -2.501 2.372
C 5.486 -3.245 1.274
C 4.298 -3.457 0.586
C 3.158 -2.925 1.164
N 3.216 -2.246 2.308
C 1.803 -2.874 0.561
C 0.698 -2.899 1.402
C -0.514 -2.459 0.920
N -0.639 -1.960 -0.321
C 0.393 -2.052 -1.168
C 1.623 -2.536 -0.776
H 6.417 -3.667 0.912
H 4.274 -4.006 -0.343
H 0.805 -3.157 2.445
H -1.401 -2.414 1.537
H 0.229 -1.648 -2.160
H 2.459 -2.489 -1.457
*
```


3.
Below is a single C28H24FN3O4 molecule, with properties calculated with ωB97M-V/def2-TZVPD.

## Properties
SMILES: COc1ccc(CCn2c(-c3ccc(F)cc3)nc3c(c(=O)c4ccccc4n3C)c2=O)cc1OC
HOMO-LUMO gap (eV): 7.673
LUMO (eV): -0.205

Geometry as ORCA input:
```
! RIJCOSX wB97M-V def2-TZVPD def2/J DEFGRID3
* xyz 0 1
C -3.485 0.141 -2.130
O -3.067 1.281 -1.478
C -1.745 1.686 -1.282
C -0.794 0.812 -1.782
C 0.492 1.022 -1.663
C 0.710 2.232 -0.702
C 2.166 2.590 -0.443
C 2.319 2.071 1.221
N 1.834 0.930 1.225
C 2.206 -0.241 0.843
C 3.576 -0.400 0.422
C 4.591 -0.246 1.389
C 5.878 -0.151 0.983
C 6.502 -0.635 -0.244
F 7.679 -0.618 -0.587
C 5.488 -0.954 -1.166
C 4.197 -0.891 -0.847
N 1.495 -1.355 0.372
C 0.084 -1.238 0.851
C -0.411 -0.183 1.444
C -1.761 -0.257 1.605
O -2.435 0.405 2.219
C -2.515 -1.256 0.964
C -4.023 -1.495 1.199
C -4.629 -2.523 0.590
C -3.975 -3.383 -0.205
C -2.642 -3.501 -0.384
C -1.836 -2.396 0.335
N -0.513 -2.523 0.186
C 0.188 -3.532 -0.451
C 0.327 0.886 1.977
O 0.045 1.931 2.254
C -0.375 2.959 -0.106
C -1.634 2.772 -0.623
O -2.587 3.641 -0.097
C -3.672 3.048 0.585
H -3.237 0.213 -3.186
H -4.595 0.194 -2.216
H -3.007 -0.781 -1.447
H -1.070 -0.098 -2.416
H 1.303 0.681 -1.701
H 2.321 3.642 -0.232
H 2.919 1.917 -0.910
H 3.479 2.006 1.507
H 1.942 2.721 1.941
H 4.528 0.210 2.269
H 6.770 0.018 1.743
H 5.595 -1.067 -2.147
H 3.338 -0.872 -1.728
H -4.566 -0.580 1.858
H -5.659 -2.584 0.752
H -4.653 -4.177 -0.511
H -2.138 -4.230 -0.773
H -0.013 -3.313 -1.473
H 1.311 -3.250 -0.542
H -0.003 -4.400 0.292
H -0.075 4.052 0.362
H -4.205 4.129 1.160
H -4.524 2.831 -0.257
H -3.442 2.108 1.178
*
```


4.
Below is 5 unconnected molecules or ions with the total composition C28H24INO19S, with properties calculated with ωB97M-V/def2-TZVPD.

## Properties
SMILES: N[C@H]1C[C@H](I)OS(=O)(=O)C1.O=C1C=C(O)C(=O)C=C1O.O=C1C=C(O)C(=O)C=C1O.O=C1C=C(O)C(=O)C=C1O.O=C1C=C(O)C(=O)C=C1O
HOMO-LUMO gap (eV): 7.544
LUMO (eV): -1.692

Geometry as ORCA input:
```
! RIJCOSX wB97M-V def2-TZVPD def2/J DEFGRID3
* xyz 0 1
N 4.119 -0.899 -1.018
C 3.050 -1.016 -1.994
C 2.394 -2.399 -1.882
C 1.019 -2.307 -1.283
I 0.255 -4.192 -0.671
O 0.160 -1.735 -2.289
S 0.292 -0.144 -2.298
O -0.506 0.356 -1.223
O 0.047 0.310 -3.623
C 2.011 0.157 -1.871
H 4.661 -0.058 -1.156
H 3.778 -0.934 -0.068
H 3.504 -0.912 -2.975
H 3.036 -3.091 -1.347
H 2.273 -2.795 -2.890
H 0.964 -1.688 -0.391
H 2.311 0.982 -2.507
H 1.980 0.458 -0.828
O -3.469 5.263 3.146
C -3.238 4.578 2.163
C -2.681 3.244 2.209
C -2.454 2.585 1.061
O -1.926 1.371 1.019
C -2.775 3.189 -0.286
O -2.544 2.516 -1.269
C -3.338 4.531 -0.328
C -3.552 5.186 0.819
O -4.059 6.411 0.885
H -2.452 2.812 3.171
H -1.816 1.128 0.073
H -3.558 4.955 -1.296
H -4.101 6.629 1.836
O -2.978 1.128 4.347
C -3.353 -0.029 4.293
C -2.537 -1.123 3.810
C -3.055 -2.358 3.777
O -2.391 -3.422 3.352
C -4.465 -2.650 4.225
O -4.844 -3.803 4.143
C -5.276 -1.555 4.723
C -4.757 -0.319 4.757
O -5.419 0.742 5.191
H -1.531 -0.900 3.482
H -3.009 -4.174 3.431
H -6.281 -1.775 5.052
H -4.812 1.502 5.098
O 5.603 -8.815 2.087
C 5.375 -7.666 1.759
C 6.289 -6.835 0.996
C 5.939 -5.576 0.699
O 6.701 -4.742 0.008
C 4.623 -4.990 1.139
O 4.402 -3.830 0.839
C 3.703 -5.824 1.879
C 4.045 -7.085 2.175
O 3.270 -7.921 2.843
H 7.231 -7.266 0.690
H 6.202 -3.904 -0.056
H 2.758 -5.388 2.171
H 3.769 -8.757 2.916
O -2.964 4.415 -3.581
C -1.858 4.744 -3.963
C -0.629 4.153 -3.465
C 0.542 4.590 -3.942
O 1.721 4.113 -3.558
C 0.632 5.680 -4.979
O 1.747 6.016 -5.335
C -0.597 6.256 -5.491
C -1.772 5.816 -5.020
O -2.946 6.273 -5.425
H -0.712 3.365 -2.729
H 2.387 4.619 -4.063
H -0.522 7.026 -6.246
H -3.618 5.779 -4.916
*
```